# 1
{"formula": "C40H116N8O14", "method": "ωB97M-V/def2-TZVPD", "charge": 0, "relative_energy_kcal_mol": 0.0, "homo_lumo_gap_ev": 9.5, "homo_energy_ev": -9.00, "max_force_ev_per_a": 4.08, "total_energy_ev": -83939.7041, "elements": ["C", "C", "C", "O", "C", "N", "H", "H", "H", "H", "H", "H", "H", "H", "H", "H", "H", "C", "C", "C", "O", "C", "N", "H", "H", "H", "H", "H", "H", "H", "H", "H", "H", "H", "C", "C", "C", "O", "C", "N", "H", "H", "H", "H", "H", "H", "H", "H", "H", "H", "H", "C", "C", "C", "O", "C", "N", "H", "H", "H", "H", "H", "H", "H", "H", "H", "H", "H", "C", "C", "C", "O", "C", "N", "H", "H", "H", "H", "H", "H", "H", "H", "H", "H", "H", "C", "C", "C", "O", "C", "N", "H", "H", "H", "H", "H", "H", "H", "H", "H", "H", "H", "C", "C", "C", "O", "C", "N", "H", "H", "H", "H", "H", "H", "H", "H", "H", "H", "H", "C", "C", "C", "O", "C", "N", "H", "H", "H", "H", "H", "H", "H", "H", "H", "H", "H", "C", "O", "H", "H", "H", "H", "C", "O", "H", "H", "H", "H", "C", "O", "H", "H", "H", "H", "C", "O", "H", "H", "H", "H", "C", "C", "O", "H", "H", "H", "H", "H", "H", "C", "C", "O", "H", "H", "H", "H", "H", "H"], "xyz": [[-22.38, -17.34, -3.59], [-23.32, -18.55, -3.40], [-23.03, -19.46, -2.21], [-21.71, -19.86, -2.42], [-21.10, -20.27, -1.17], [-24.70, -18.02, -3.22], [-21.29, -17.60, -3.67], [-22.48, -16.68, -2.78], [-22.63, -16.80, -4.48], [-23.30, -19.15, -4.31], [-23.83, -20.27, -2.14], [-23.15, -18.84, -1.32], [-20.95, -19.44, -0.43], [-20.09, -20.58, -1.45], [-21.56, -21.15, -0.65], [-25.32, -18.77, -3.38], [-24.80, -17.66, -2.30], [-11.64, -18.18, 3.02], [-13.15, -18.24, 2.66], [-13.62, -19.67, 2.86], [-12.82, -20.60, 2.24], [-12.79, -20.41, 0.84], [-13.84, -17.29, 3.50], [-11.00, -18.70, 2.29], [-11.50, -18.78, 3.97], [-11.30, -17.16, 3.18], [-13.27, -17.96, 1.59], [-14.68, -19.87, 2.48], [-13.65, -19.80, 3.93], [-13.75, -20.32, 0.37], [-12.37, -21.20, 0.25], [-12.20, -19.51, 0.62], [-14.87, -17.34, 3.43], [-13.58, -17.31, 4.49], [-20.21, -25.75, 1.01], [-19.90, -24.42, 1.65], [-18.37, -24.29, 1.74], [-17.94, -23.08, 2.38], [-16.52, -23.01, 2.48], [-20.47, -23.33, 0.87], [-21.28, -25.88, 1.18], [-19.72, -26.57, 1.55], [-20.00, -25.76, -0.06], [-20.35, -24.29, 2.62], [-17.89, -24.41, 0.77], [-18.03, -25.12, 2.39], [-16.17, -23.98, 2.89], [-16.22, -22.15, 3.00], [-16.13, -23.01, 1.43], [-20.46, -22.45, 1.40], [-19.90, -23.08, 0.04], [-16.95, -28.44, -4.25], [-15.49, -28.10, -4.03], [-15.38, -27.15, -2.91], [-15.80, -27.86, -1.80], [-15.39, -27.22, -0.58], [-14.59, -29.21, -4.06], [-17.44, -29.00, -3.46], [-16.94, -29.03, -5.19], [-17.64, -27.61, -4.49], [-15.27, -27.53, -4.98], [-16.05, -26.29, -2.99], [-14.38, -26.76, -2.79], [-14.31, -27.01, -0.68], [-15.68, -27.86, 0.24], [-15.88, -26.26, -0.64], [-14.48, -29.70, -4.93], [-14.85, -29.93, -3.40], [-18.30, -24.81, -2.23], [-18.06, -23.38, -2.44], [-16.57, -23.12, -2.48], [-16.01, -23.64, -1.33], [-14.63, -23.40, -1.20], [-18.65, -22.99, -3.79], [-17.64, -25.25, -1.48], [-18.16, -25.44, -3.11], [-19.34, -25.01, -1.99], [-18.53, -22.87, -1.56], [-16.38, -22.01, -2.45], [-16.09, -23.57, -3.39], [-14.03, -23.82, -2.04], [-14.25, -23.77, -0.25], [-14.49, -22.30, -1.22], [-18.77, -21.99, -3.93], [-19.54, -23.49, -3.96], [-11.12, -22.54, -2.05], [-10.93, -23.89, -1.31], [-9.57, -24.57, -1.52], [-9.31, -24.95, -2.82], [-9.92, -26.16, -3.23], [-11.37, -23.73, 0.08], [-10.50, -21.77, -1.58], [-12.12, -22.16, -2.02], [-10.72, -22.57, -3.10], [-11.63, -24.59, -1.78], [-9.59, -25.50, -0.95], [-8.82, -23.85, -1.06], [-9.58, -26.28, -4.27], [-11.04, -26.12, -3.26], [-9.54, -27.05, -2.73], [-10.95, -22.95, 0.57], [-11.22, -24.57, 0.65], [-21.38, -27.41, -4.92], [-20.67, -26.82, -3.68], [-21.48, -25.73, -2.96], [-21.37, -24.52, -3.76], [-22.06, -23.41, -3.25], [-20.33, -27.93, -2.80], [-21.77, -26.59, -5.53], [-22.20, -28.04, -4.57], [-20.73, -28.07, -5.53], [-19.72, -26.31, -4.02], [-21.20, -25.68, -1.93], [-22.57, -26.05, -3.01], [-21.60, -22.53, -3.72], [-21.96, -23.26, -2.16], [-23.12, -23.49, -3.45], [-19.65, -27.74, -2.09], [-21.19, -28.09, -2.27], [-16.76, -21.13, -7.84], [-15.76, -22.14, -7.37], [-14.27, -21.90, -7.85], [-14.16, -21.60, -9.22], [-12.78, -21.54, -9.68], [-15.67, -22.23, -5.92], [-16.71, -21.16, -8.93], [-16.52, -20.10, -7.49], [-17.81, -21.39, -7.63], [-16.15, -23.11, -7.70], [-13.70, -22.76, -7.55], [-13.91, -20.99, -7.24], [-12.24, -20.75, -9.16], [-12.79, -21.38, -10.71], [-12.28, -22.53, -9.50], [-15.97, -21.33, -5.49], [-16.32, -23.01, -5.61], [-16.69, -19.08, -2.93], [-17.67, -19.77, -3.65], [-16.46, -18.11, -3.37], [-16.97, -18.92, -1.89], [-15.74, -19.62, -2.91], [-18.31, -19.13, -3.95], [-18.47, -24.30, -6.92], [-17.53, -24.78, -6.01], [-19.48, -24.74, -6.69], [-18.42, -23.19, -6.91], [-18.21, -24.62, -7.96], [-17.76, -24.30, -5.19], [-18.33, -20.05, 0.97], [-19.65, -20.29, 1.48], [-17.79, -21.01, 0.92], [-18.41, -19.66, -0.09], [-17.80, -19.32, 1.60], [-19.70, -20.49, 2.47], [-18.94, -21.56, 5.34], [-19.50, -21.70, 4.02], [-19.72, -21.24, 6.11], [-18.46, -22.50, 5.59], [-18.14, -20.83, 5.25], [-18.88, -22.26, 3.51], [-12.59, -17.90, -2.37], [-12.20, -19.18, -3.10], [-13.29, -20.02, -3.16], [-11.81, -17.19, -2.38], [-12.88, -18.21, -1.38], [-13.45, -17.47, -2.95], [-11.33, -19.62, -2.55], [-11.80, -18.92, -4.14], [-13.18, -20.83, -3.67], [-13.33, -25.08, -4.89], [-12.62, -23.79, -5.16], [-13.32, -22.76, -4.53], [-14.16, -25.16, -5.57], [-13.73, -25.23, -3.88], [-12.68, -25.95, -5.18], [-12.55, -23.59, -6.23], [-11.60, -23.74, -4.82], [-14.11, -22.61, -5.10]], "lowdin_charge": [-0.05, -0.41, -0.24, -0.20, -0.10, 0.04, 0.08, 0.05, 0.06, 0.13, 0.14, 0.12, 0.09, 0.07, 0.09, 0.05, 0.05, -0.05, -0.46, -0.27, -0.16, -0.10, 0.02, 0.07, 0.10, 0.07, 0.13, 0.13, 0.12, 0.08, 0.06, 0.08, 0.09, 0.08, -0.06, -0.43, -0.16, -0.25, -0.06, 0.06, 0.09, 0.08, 0.05, 0.14, 0.12, 0.13, 0.10, 0.07, 0.09, 0.05, 0.06, -0.06, -0.46, -0.26, -0.19, -0.05, 0.06, 0.07, 0.08, 0.07, 0.15, 0.11, 0.10, 0.10, 0.09, 0.05, 0.07, 0.08, -0.07, -0.37, -0.22, -0.22, -0.09, 0.09, 0.07, 0.07, 0.05, 0.14, 0.14, 0.13, 0.08, 0.08, 0.09, 0.07, 0.06, -0.05, -0.43, -0.23, -0.18, -0.10, 0.05, 0.07, 0.03, 0.09, 0.11, 0.11, 0.15, 0.10, 0.08, 0.09, 0.06, 0.09, -0.06, -0.45, -0.18, -0.22, -0.11, 0.05, 0.08, 0.07, 0.08, 0.12, 0.08, 0.15, 0.09, 0.09, 0.08, 0.06, 0.08, -0.06, -0.42, -0.19, -0.19, -0.07, 0.04, 0.08, 0.09, 0.07, 0.13, 0.09, 0.15, 0.09, 0.06, 0.10, 0.11, 0.07, -0.16, -0.12, 0.08, 0.06, 0.06, 0.07, -0.18, -0.17, 0.09, 0.06, 0.09, 0.02, -0.14, -0.18, 0.06, 0.07, 0.08, 0.09, -0.12, -0.17, 0.10, 0.08, 0.07, 0.02, -0.07, -0.36, -0.09, 0.06, 0.05, 0.09, 0.11, 0.13, 0.05, -0.08, -0.32, -0.13, 0.07, 0.05, 0.10, 0.09, 0.09, 0.02]}

# 2
{"formula": "C37H77N5O14P2", "method": "ωB97M-V/def2-TZVPD", "charge": 0, "homo_lumo_gap_ev": 6.6, "homo_energy_ev": -8.44, "max_force_ev_per_a": 9.10, "total_energy_ev": -94302.8114, "elements": ["C", "C", "C", "C", "C", "C", "C", "C", "C", "N", "C", "N", "C", "O", "O", "N", "C", "C", "N", "C", "C", "O", "O", "C", "C", "C", "N", "C", "C", "C", "C", "C", "O", "C", "C", "O", "H", "H", "H", "H", "H", "H", "H", "H", "H", "H", "H", "H", "H", "H", "H", "H", "H", "H", "H", "H", "H", "H", "H", "H", "H", "H", "H", "H", "H", "H", "H", "H", "H", "H", "H", "H", "H", "H", "H", "H", "H", "H", "H", "H", "H", "H", "H", "O", "P", "O", "C", "C", "O", "C", "C", "O", "C", "C", "H", "H", "H", "H", "H", "H", "H", "H", "H", "H", "H", "H", "H", "H", "H", "O", "P", "O", "C", "C", "O", "C", "C", "O", "C", "C", "H", "H", "H", "H", "H", "H", "H", "H", "H", "H", "H", "H", "H", "H", "H"], "xyz": [[3.16, 0.37, -2.41], [3.60, -0.27, -3.80], [2.51, -0.10, -4.94], [1.52, -1.35, -5.07], [0.90, -1.66, -3.66], [-0.23, -2.77, -3.66], [-1.32, -2.62, -4.80], [-2.65, -3.29, -4.30], [-3.74, -2.27, -3.72], [-3.95, -1.07, -4.56], [-5.21, -1.06, -5.26], [-5.14, -1.11, -6.56], [-3.76, -1.17, -7.20], [-3.31, -0.06, -7.50], [-3.17, -2.28, -7.40], [-6.47, -0.95, -4.63], [-6.37, -0.46, -3.23], [-7.74, -0.03, -2.58], [-8.93, -0.32, -3.42], [-5.19, 0.59, -3.02], [-4.95, 0.73, -1.45], [-4.63, -0.52, -0.81], [-5.11, -0.50, 0.48], [-5.62, 2.09, -3.44], [-6.57, 2.18, -4.68], [-8.05, 2.70, -4.41], [-6.29, 1.93, -5.91], [-3.88, 0.22, -3.84], [-2.52, 0.41, -3.03], [-2.08, 1.94, -2.92], [-0.54, 2.15, -3.33], [-0.37, 3.27, -4.44], [0.45, 2.78, -5.56], [-0.17, 3.24, -6.74], [-0.89, 2.30, -7.76], [-0.18, 4.43, -6.98], [2.91, -0.43, -1.64], [3.97, 0.99, -1.95], [2.26, 1.04, -2.52], [4.50, 0.32, -4.13], [3.95, -1.32, -3.65], [1.88, 0.82, -4.76], [3.08, 0.06, -5.90], [2.20, -2.22, -5.33], [0.76, -1.22, -5.89], [1.74, -2.07, -3.02], [0.50, -0.77, -3.10], [-0.73, -2.74, -2.64], [0.30, -3.77, -3.69], [-1.43, -1.59, -5.22], [-0.96, -3.26, -5.66], [-2.43, -4.02, -3.45], [-3.18, -3.91, -5.08], [-3.55, -2.09, -2.64], [-4.72, -2.86, -3.75], [-6.00, -1.06, -7.11], [-7.14, -0.40, -5.18], [-6.03, -1.38, -2.65], [-7.87, -0.62, -1.62], [-7.80, 1.04, -2.27], [-9.72, 0.27, -3.15], [-9.17, -1.31, -3.44], [-5.91, 1.11, -0.99], [-4.17, 1.51, -1.20], [-4.34, -0.21, 1.02], [-6.17, 2.51, -2.55], [-4.74, 2.77, -3.61], [-8.18, 3.63, -5.03], [-8.22, 2.90, -3.32], [-8.81, 1.96, -4.82], [-5.30, 1.65, -5.94], [-3.81, 1.01, -4.65], [-2.48, -0.15, -2.07], [-1.74, -0.07, -3.70], [-2.14, 2.22, -1.83], [-2.66, 2.62, -3.60], [0.07, 2.38, -2.41], [-0.09, 1.22, -3.77], [0.11, 4.21, -4.03], [-1.35, 3.59, -4.89], [-2.01, 2.39, -7.68], [-0.63, 2.61, -8.81], [-0.62, 1.22, -7.67], [3.43, -1.02, 1.76], [3.23, -0.99, 3.26], [2.87, -2.60, 3.41], [3.95, -3.53, 3.41], [4.76, -3.46, 4.70], [1.70, -0.35, 3.19], [1.29, 0.45, 2.09], [0.57, -0.38, 1.05], [3.13, -0.89, 4.97], [1.89, -0.92, 5.68], [1.02, -2.14, 5.47], [4.59, -3.35, 2.54], [3.52, -4.52, 3.31], [5.28, -2.50, 4.78], [5.50, -4.26, 4.73], [4.11, -3.55, 5.57], [2.14, 0.98, 1.66], [0.61, 1.22, 2.47], [1.10, -1.31, 0.82], [0.44, 0.18, 0.12], [-0.42, -0.68, 1.42], [1.33, 0.00, 5.49], [2.17, -0.89, 6.74], [0.63, -2.20, 4.45], [0.16, -2.12, 6.15], [1.58, -3.06, 5.66], [4.81, -0.65, 9.98], [5.19, 0.64, 9.26], [6.62, 0.11, 8.64], [6.58, -0.71, 7.47], [6.18, 0.08, 6.24], [5.70, 1.42, 10.63], [5.20, 1.05, 11.92], [6.15, 0.07, 12.60], [5.35, 2.09, 8.42], [6.24, 3.14, 8.80], [7.71, 2.77, 8.87], [5.89, -1.55, 7.63], [7.58, -1.12, 7.33], [5.15, 0.43, 6.31], [6.27, -0.53, 5.34], [6.81, 0.97, 6.12], [4.19, 0.65, 11.84], [5.13, 1.96, 12.52], [6.46, -0.74, 11.93], [5.68, -0.37, 13.48], [7.06, 0.58, 12.91], [5.91, 3.59, 9.73], [6.13, 3.91, 8.03], [7.92, 2.06, 9.67], [8.32, 3.66, 9.05], [8.04, 2.31, 7.94]], "lowdin_charge": [-0.12, -0.24, -0.21, -0.19, -0.22, -0.21, -0.20, -0.17, -0.14, -0.01, -0.26, 0.24, -0.67, -0.01, -0.02, 0.13, -0.20, -0.20, -0.01, -0.25, -0.14, -0.18, -0.02, -0.07, -0.37, -0.06, 0.14, -0.20, -0.10, -0.15, -0.13, -0.15, -0.07, -0.48, 0.01, 0.09, 0.06, 0.07, 0.05, 0.10, 0.10, 0.08, 0.11, 0.12, 0.10, 0.11, 0.08, 0.10, 0.12, 0.10, 0.12, 0.11, 0.11, 0.12, 0.13, 0.17, 0.12, 0.14, 0.13, 0.10, 0.07, 0.08, 0.13, 0.13, 0.12, 0.11, 0.12, 0.09, 0.07, 0.07, 0.04, 0.14, 0.12, 0.10, 0.10, 0.09, 0.11, 0.08, 0.13, 0.12, 0.09, 0.10, 0.08, -0.21, 0.73, -0.25, -0.28, -0.08, -0.26, -0.28, -0.07, -0.27, -0.27, -0.08, 0.11, 0.12, 0.05, 0.08, 0.08, 0.10, 0.12, 0.08, 0.07, 0.07, 0.11, 0.12, 0.07, 0.08, 0.07, -0.22, 0.70, -0.24, -0.28, -0.08, -0.26, -0.29, -0.07, -0.25, -0.27, -0.08, 0.11, 0.12, 0.06, 0.06, 0.08, 0.10, 0.12, 0.07, 0.08, 0.07, 0.11, 0.12, 0.07, 0.08, 0.07]}

# 3
{"formula": "C6H8N2O3", "method": "ωB97M-V/def2-TZVPD", "charge": 0, "relative_energy_kcal_mol": 194.0, "homo_lumo_gap_ev": [8.1, 8.1], "homo_energy_ev": [-8.35, -8.35], "max_force_ev_per_a": 5.29, "total_energy_ev": -15466.5220, "elements": ["C", "C", "C", "C", "C", "C", "N", "N", "O", "O", "O", "H", "H", "H", "H", "H", "H", "H", "H"], "xyz": [[0.74, 1.43, -1.38], [1.03, 2.07, -0.05], [0.03, 0.37, -1.63], [0.76, 1.47, 1.12], [-0.63, -0.44, 0.37], [0.25, -2.60, 0.12], [0.22, 0.18, 1.30], [-1.86, 0.27, 0.23], [-2.74, -0.38, -0.38], [-1.99, 1.47, 0.50], [-0.83, -1.72, 0.39], [1.10, 1.89, -2.22], [1.09, 3.19, -0.26], [-0.12, -0.25, -2.43], [1.05, 1.86, 2.13], [-0.05, -3.21, -0.76], [0.42, -3.27, 0.96], [1.26, -2.18, -0.20], [0.27, -0.16, 2.18]], "nbo_charge": [-0.27, -0.34, -0.13, 0.07, 0.55, -0.27, -0.64, 0.45, -0.40, -0.38, -0.49, 0.21, 0.24, 0.19, 0.21, 0.20, 0.20, 0.20, 0.39]}